[1]
A cluster of 2 separate species, C18H29BClN4O2S3 in total at a distorted geometry, computed with wB97M-V/def2-TZVPD.

Each line ends with the natural charge from an NBO analysis.
Element x y z (Å)
N -2.1923 -0.5749 3.9785  -1.085
B -1.1068 -1.5123 4.4743  1.062
O -0.2971 -1.3259 5.7011  -0.897
C -0.8467 -2.8889 3.5735  -0.326
C 0.1256 -2.6979 2.2274  -0.156
S 0.8520 -1.0225 1.8102  -0.024
C 0.4483 -4.0133 1.3037  0.046
C 1.4066 -4.0680 -0.0252  -0.467
C 1.0704 -2.9477 -1.1738  -0.419
C -0.4967 -2.9594 -1.7012  -0.533
S -1.6439 -1.8657 -0.6967  -0.097
C -0.2479 -5.4458 1.8091  0.113
N -0.1274 -6.8340 1.2159  -0.570
S -1.0272 -8.0229 2.1637  0.791
N -1.7396 -7.0576 3.4695  -0.540
C -1.2166 -5.6768 3.1362  0.115
C -1.5179 -4.3092 4.0430  -0.010
Cl -2.6085 -4.3379 5.5857  -0.018
H -2.9096 -1.2044 3.5116  0.397
H -2.7073 -0.1235 4.7827  0.383
H -0.9712 -0.9759 6.3811  0.489
H 2.1145 -0.8287 2.4456  0.169
H 1.2152 -5.1328 -0.5280  0.245
H 2.5605 -4.0652 0.2543  0.249
H 1.7243 -3.2453 -2.1273  0.228
H 1.4323 -1.8470 -0.8979  0.240
H -0.4586 -2.5126 -2.8076  0.225
H -0.9564 -4.0338 -1.8123  0.235
H -2.9870 -2.3180 -0.9019  0.159
C -0.8811 3.2005 -0.0120  -0.628
C -0.5577 2.4619 -1.3430  0.104
C 0.6746 1.5250 -1.1660  -0.415
C 2.0118 2.2550 -1.1335  -0.405
C 2.1554 3.1979 -2.3202  -0.419
C 0.9670 4.1863 -2.4458  0.114
N -0.3625 3.4862 -2.4227  -0.045
O -0.5291 2.8418 -3.6623  -0.343
C 1.0559 5.2301 -1.2986  -0.628
C 1.1642 5.0511 -3.7325  -0.605
C -1.8022 1.5404 -1.5718  -0.601
H -1.2747 4.2095 -0.1932  0.221
H -1.6556 2.6894 0.5704  0.222
H -0.0117 3.2815 0.6456  0.203
H 0.7079 0.7984 -1.9935  0.210
H 0.5664 0.9335 -0.2489  0.224
H 2.1216 2.8016 -0.1908  0.193
H 2.8257 1.5206 -1.1531  0.212
H 3.0999 3.7507 -2.2261  0.215
H 2.2484 2.6016 -3.2372  0.214
H 0.1998 5.9150 -1.3193  0.218
H 1.9620 5.8428 -1.3976  0.215
H 1.1146 4.7899 -0.3045  0.210
H 1.2408 4.4467 -4.6436  0.227
H 2.0911 5.6352 -3.6746  0.208
H 0.3380 5.7609 -3.8598  0.217
H -2.7151 2.1331 -1.7168  0.213
H -1.9647 0.8860 -0.7077  0.219
H -1.6817 0.8750 -2.4359  0.226

Atoms 1-3, force components in eV/Å:
N -0.3 -2.7 2.0
B 0.1 0.2 0.6
O -3.8 0.3 -1.3

Computed properties:
Orbital gap (alpha / beta), eV: 6.63 / 6.65
E_LUMO (alpha / beta), hartree: -0.06435 / -0.06359
Spin multiplicity: 2
HOMO (alpha / beta), eV: -8.38 / -8.38
Largest force on an atom, eV/A: 7.1



[2]
A cluster of 3 separate species, C5H17NO3 in total at a distorted geometry, computed with wB97M-V/def2-TZVPD.

Each line ends with the natural charge from an NBO analysis.
Element x y z (Å)
C -0.4245 -0.1828 2.5538  -0.662
C -0.0095 -0.1601 1.1042  -0.084
C 1.3034 -0.8702 0.8523  -0.071
O 1.4580 -1.2965 -0.4968  -0.745
N -0.0690 1.0512 0.2246  -0.453
C -1.3717 1.7244 0.3258  -0.424
C 1.0744 1.9596 0.5134  -0.429
H 0.3576 0.0132 3.3056  0.205
H -0.6933 -1.1883 2.9204  0.232
H -1.1327 0.5754 2.8998  0.227
H -0.7975 -0.8112 0.6690  0.193
H 1.1784 -1.8362 1.3588  0.191
H 2.1386 -0.2662 1.1824  0.175
H 1.9871 -0.6697 -1.0218  0.477
H -1.9537 1.5458 -0.5721  0.207
H -1.2063 2.7892 0.5372  0.195
H -1.9954 1.3736 1.1417  0.185
H 1.2128 2.0240 1.5978  0.183
H 1.9435 1.6422 -0.0439  0.187
H 0.8154 2.8843 0.0001  0.210
O -1.4508 1.2781 -3.1469  -0.967
H -0.7051 1.0714 -2.5745  0.487
H -2.1904 0.6600 -3.1094  0.480
O -0.3062 -3.3373 -1.2958  -0.947
H -0.5167 -2.4066 -1.2275  0.469
H 0.6691 -3.3081 -1.2628  0.478

Atoms 1-3, force components in eV/Å:
C 1.1 0.7 2.5
C -1.3 -0.5 -2.3
C -0.9 -1.2 -0.1

Computed properties:
Orbital gap, eV: 9.53
Structure (SMILES): C[C@H](CO)N(C)C.O.O
E_LUMO, hartree: 0.02057
Energy above the lowest of the compared OMol25 structures with the same formula, charge and spin, eV: 1.778
Spin multiplicity: 1
HOMO, eV: -8.97
Largest force on an atom, eV/A: 2.8



[3]
A structure of composition C35H22F6GeMoN4O8Se at a distorted geometry, computed with wB97M-V/def2-TZVPD.

Each line ends with the natural charge from an NBO analysis.
Element x y z (Å)
Mo 0.1643 0.3517 0.2195  1.177
O -1.0367 5.8444 -1.3772  -0.662
C -0.1087 5.8492 -0.4479  0.787
O 0.3642 6.8446 0.0192  -0.555
C 0.3521 4.5123 0.0792  -0.222
C 1.2942 4.3702 1.0912  0.075
N 1.4164 3.0618 1.3559  -0.285
N 0.6151 2.3258 0.5739  -0.317
C -0.0363 3.1966 -0.2210  0.068
C -0.8951 2.5526 -1.2545  0.783
O -1.5592 3.1868 -2.0366  -0.568
O -0.7903 1.2513 -1.2085  -0.740
H -1.3418 4.9683 -1.7036  0.521
H 1.8487 5.1361 1.5957  0.263
H 2.0300 2.6089 2.0288  0.456
F 0.4396 -6.1471 2.5939  -0.315
C 0.3044 -5.6270 1.3201  0.247
C -0.2865 -4.2125 1.4191  -0.142
N -1.5355 -3.9021 0.8426  -0.457
C -2.1206 -2.6769 1.3616  -0.330
C -1.1744 -1.5691 0.9625  0.760
O -0.8681 -0.5981 1.7217  -0.669
O -0.5638 -1.6285 -0.1269  -0.682
C -1.8785 -4.1341 -0.4879  0.818
O -2.7876 -3.5515 -1.0123  -0.541
N -1.0921 -5.0075 -1.2399  -0.665
C -0.4313 -6.1791 -0.9839  0.661
O 0.1652 -6.7779 -1.8312  -0.513
H -0.2999 -3.9207 2.4749  0.267
H -2.2660 -2.7156 2.4419  0.247
H -3.0836 -2.5306 0.8563  0.303
H -1.2500 -4.8632 -2.2373  0.459
C 5.7754 -3.3036 -1.4946  -0.206
C 5.4712 -3.2303 -0.1458  -0.199
C 4.4823 -2.3698 0.2980  -0.263
C 3.8122 -1.5514 -0.6081  -0.442
C 4.0974 -1.6535 -1.9645  -0.151
C 5.0740 -2.5292 -2.4045  -0.216
Ge 2.6572 -0.0703 0.0238  1.027
C 3.2085 0.2410 1.9228  -0.452
C 2.2152 0.2698 2.9018  -0.267
C 2.5323 0.4262 4.2401  -0.206
C 3.8591 0.5530 4.6218  -0.203
C 4.8593 0.5118 3.6640  -0.218
C 4.5359 0.3518 2.3266  -0.151
C 3.1601 1.4703 -1.1373  -0.320
C 2.2464 1.8670 -2.1117  -0.284
C 2.5215 2.9355 -2.9479  -0.202
C 3.7301 3.6046 -2.8362  -0.202
C 4.6605 3.1975 -1.8939  -0.204
C 4.3746 2.1382 -1.0478  -0.242
H 6.5638 -3.9575 -1.8351  0.223
H 6.0091 -3.8405 0.5624  0.216
H 4.2533 -2.3087 1.3547  0.216
H 3.5643 -1.0278 -2.6686  0.213
H 5.3009 -2.5901 -3.4573  0.223
H 1.1599 0.1332 2.5970  0.201
H 1.7494 0.4365 4.9820  0.220
H 4.1100 0.6649 5.6646  0.225
H 5.8934 0.5899 3.9608  0.224
H 5.3175 0.2879 1.5824  0.207
H 1.3273 1.2858 -2.2478  0.211
H 1.8034 3.2375 -3.6960  0.223
H 3.9531 4.4281 -3.4975  0.224
H 5.6123 3.7016 -1.8238  0.221
H 5.1056 1.8080 -0.3237  0.206
F 1.6991 -9.6444 0.6801  -0.257
C 1.3965 -8.3500 0.5500  0.206
C 2.5195 -7.5258 0.2721  0.508
F 3.6445 -8.1812 -0.0138  -0.222
C 2.5890 -6.1294 0.2575  0.276
F 3.7279 -5.5770 -0.1910  -0.274
C 1.6185 -5.2792 0.7078  -0.176
Se 1.4011 -3.4180 0.5552  0.720
C -0.4983 -6.6424 0.4900  0.164
F -1.8104 -6.6208 0.8942  -0.288
C 0.0807 -8.0162 0.6746  0.491
F -0.8034 -8.9649 0.9624  -0.227

Atoms 1-3, force components in eV/Å:
Mo 0.3 -0.6 -0.3
O -0.5 0.3 -0.5
C 0.4 -0.8 0.4

Computed properties:
Orbital gap (alpha / beta), eV: 3.35 / 4.25
E_LUMO (alpha / beta), hartree: -0.24610 / -0.24588
Energy above the lowest of the compared OMol25 structures with the same formula, charge and spin, eV: 4.100
Spin multiplicity: 4
HOMO (alpha / beta), eV: -10.05 / -10.94
Largest force on an atom, eV/A: 2.0
Charge: +1



[4]
A structure of composition F3Li3 at a distorted geometry, computed with wB97M-V/def2-TZVPD.

Each line ends with the natural charge from an NBO analysis.
Element x y z (Å)
Li -1.9025 -0.5657 0.6758  0.973
Li 0.5789 -0.6354 0.0342  0.948
Li 0.5746 1.8523 -0.6487  0.971
F 1.9734 0.7653 -0.1916  -0.963
F -0.4154 -1.9263 0.9080  -0.962
F -0.8090 0.5097 -0.7776  -0.966

Atoms 1-3, force components in eV/Å:
Li 1.5 -0.6 -0.7
Li 0.4 0.0 -0.1
Li 0.3 -1.3 0.0

Computed properties:
Orbital gap, eV: 10.24
E_LUMO, hartree: -0.02327
Energy above the lowest of the compared OMol25 structures with the same formula, charge and spin, eV: 0.000
Spin multiplicity: 1
HOMO, eV: -10.88
Largest force on an atom, eV/A: 1.7